Formula: C26H76NbO9
Source: OMol25
Level of theory: ωB97M-V/def2-TZVPD

The HOMO energy is -4.567 eV. For the LUMO energy, the calculation gives 2.10 eV. The charge is -1. The calculation puts the HOMO-LUMO gap at 6.7 eV.

Cartesian coordinates (Å):
C: 1.846 1.679 3.939
C: 2.329 1.959 2.504
C: 1.512 1.244 1.419
C: 1.488 -0.286 1.510
C: 0.330 -0.953 0.769
C: -1.051 -0.343 0.974
C: -1.506 -0.327 2.444
C: -2.856 0.386 2.562
Nb: -2.957 2.636 2.484
H: 2.440 2.243 4.677
H: 1.924 0.615 4.203
H: 0.790 1.982 4.052
H: 3.401 1.724 2.398
H: 2.235 3.044 2.323
H: 1.972 1.473 0.444
H: 0.502 1.679 1.427
H: 1.533 -0.651 2.550
H: 2.406 -0.666 1.024
H: 0.325 -1.999 1.112
H: 0.567 -0.975 -0.309
H: -1.092 0.681 0.563
H: -1.789 -0.915 0.381
H: -1.560 -1.383 2.799
H: -0.749 0.174 3.072
H: -3.519 -0.002 1.760
H: -3.360 0.164 3.528
H: -2.519 2.700 0.681
H: -4.797 2.715 2.264
H: -3.418 3.054 4.228
H: -1.237 2.854 3.155
H: -2.995 4.464 2.198
C: -2.125 0.971 -2.522
C: -3.562 0.986 -2.041
O: -4.179 2.253 -2.253
H: -1.553 1.733 -1.991
H: -1.660 0.000 -2.337
H: -2.086 1.176 -3.593
H: -3.592 0.803 -0.969
H: -4.152 0.207 -2.540
H: -4.149 2.425 -3.199
C: -4.548 -4.132 1.485
C: -3.895 -2.811 1.124
O: -4.773 -1.918 0.455
H: -4.942 -4.620 0.592
H: -3.829 -4.802 1.963
H: -5.375 -3.976 2.182
H: -3.072 -2.972 0.423
H: -3.478 -2.334 2.018
H: -5.490 -1.690 1.053
C: 3.457 -1.766 -1.399
C: 2.909 -1.366 -2.758
O: 1.821 -0.461 -2.706
H: 2.680 -2.201 -0.769
H: 4.273 -2.485 -1.494
H: 3.842 -0.881 -0.883
H: 2.527 -2.246 -3.281
H: 3.714 -0.942 -3.373
H: 2.095 0.366 -2.264
C: -6.927 3.972 -2.684
C: -6.195 5.250 -3.031
O: -7.017 6.183 -3.738
H: -7.312 3.495 -3.588
H: -6.258 3.281 -2.172
H: -7.775 4.180 -2.025
H: -5.355 5.048 -3.697
H: -5.789 5.710 -2.125
H: -7.763 6.395 -3.171
C: 4.841 3.131 -1.413
C: 4.268 1.757 -1.676
O: 2.844 1.771 -1.757
H: 4.416 3.540 -0.497
H: 5.923 3.086 -1.291
H: 4.616 3.817 -2.234
H: 4.494 1.093 -0.838
H: 4.699 1.313 -2.579
H: 2.565 2.340 -2.482
C: -3.752 -1.945 -5.278
C: -3.671 -0.739 -6.194
O: -2.746 0.230 -5.726
H: -4.022 -1.637 -4.268
H: -4.496 -2.657 -5.639
H: -2.789 -2.460 -5.230
H: -4.632 -0.224 -6.232
H: -3.423 -1.049 -7.216
H: -1.876 -0.174 -5.667
C: 6.282 1.724 2.766
C: 7.270 2.759 2.267
O: 6.647 3.796 1.517
H: 5.737 1.284 1.930
H: 6.797 0.927 3.305
H: 5.552 2.172 3.444
H: 7.988 2.304 1.583
H: 7.837 3.181 3.105
H: 6.004 4.238 2.079
C: -0.221 -5.016 0.918
C: 1.092 -4.560 0.313
O: 2.063 -5.605 0.242
H: -0.059 -5.428 1.915
H: -0.919 -4.179 0.993
H: -0.683 -5.791 0.299
H: 1.557 -3.785 0.920
H: 0.917 -4.123 -0.677
H: 1.709 -6.310 -0.306
C: 3.484 -3.358 3.780
C: 4.619 -3.078 2.817
O: 4.908 -4.197 1.987
H: 3.716 -4.227 4.398
H: 3.293 -2.500 4.427
H: 2.564 -3.571 3.229
H: 5.544 -2.872 3.358
H: 4.385 -2.198 2.206
H: 4.119 -4.420 1.480

Here are the Löwdin charges for atoms 1 to 5, given in e: atom 1 (C): -0.118, atom 2 (C): -0.255, atom 3 (C): -0.200, atom 4 (C): -0.206, atom 5 (C): -0.209

---

Formula: C26H77N5O10
Source: OMol25
Level of theory: ωB97M-V/def2-TZVPD

The calculation puts the energy relative to the best compared isomer or geometry (same formula, charge and spin) at 68.4 kcal/mol. The HOMO energy is -8.867 eV. For the LUMO energy, the calculation gives 0.66 eV. The calculation puts the HOMO-LUMO gap at 9.5 eV. Its structure (SMILES) is COC[C@H](C)N.COC[C@H](C)N.COC[C@H](C)N.COC[C@H](C)N.COC[C@H](C)N.CCO.CO.CO.CO.CO.

Cartesian coordinates (Å):
C: -1.989 1.061 5.523
O: -1.339 1.543 4.439
C: -1.908 2.644 3.818
C: -0.901 3.112 2.759
C: -1.199 4.431 2.054
N: -0.778 2.108 1.678
H: -1.893 1.711 6.387
H: -1.618 0.079 5.819
H: -3.085 1.034 5.315
H: -2.790 2.344 3.236
H: -2.113 3.518 4.434
H: 0.067 3.357 3.295
H: -1.372 5.218 2.803
H: -2.086 4.330 1.394
H: -0.333 4.711 1.432
H: -1.689 1.968 1.265
H: -0.320 1.282 1.978
C: -2.561 -1.495 -2.397
O: -1.382 -0.973 -2.922
C: -1.160 -1.503 -4.171
C: 0.211 -1.068 -4.763
C: 0.272 -1.480 -6.243
N: 1.371 -1.660 -4.075
H: -3.488 -1.154 -3.026
H: -2.634 -1.239 -1.361
H: -2.539 -2.595 -2.442
H: -1.119 -2.592 -4.127
H: -1.989 -1.287 -4.931
H: 0.303 0.001 -4.652
H: 1.287 -1.743 -6.491
H: -0.013 -0.701 -7.001
H: -0.417 -2.334 -6.494
H: 1.278 -1.413 -3.098
H: 1.220 -2.652 -4.093
C: 0.320 -1.829 -0.189
O: -0.723 -2.421 0.707
C: -0.317 -3.710 1.072
C: -1.129 -4.480 2.109
C: -1.106 -3.767 3.430
N: -0.365 -5.764 2.200
H: -0.052 -0.817 -0.470
H: 0.398 -2.486 -1.067
H: 1.270 -1.842 0.398
H: -0.171 -4.356 0.162
H: 0.681 -3.604 1.582
H: -2.196 -4.598 1.829
H: -1.570 -2.788 3.355
H: -0.080 -3.697 3.785
H: -1.794 -4.308 4.140
H: -0.705 -6.288 3.003
H: -0.537 -6.233 1.353
C: 4.387 1.643 2.137
O: 3.616 0.999 3.127
C: 2.474 0.404 2.547
C: 1.507 -0.054 3.629
C: 2.156 -1.207 4.345
N: 0.232 -0.404 2.938
H: 5.420 1.843 2.493
H: 3.882 2.637 1.875
H: 4.491 1.043 1.184
H: 1.968 1.108 1.864
H: 2.684 -0.488 1.958
H: 1.299 0.821 4.178
H: 1.648 -1.506 5.286
H: 3.178 -0.955 4.692
H: 2.258 -2.139 3.686
H: -0.552 -0.543 3.577
H: 0.348 -1.281 2.510
C: 6.393 -4.709 -0.948
O: 5.259 -3.861 -1.060
C: 5.506 -2.579 -1.747
C: 4.279 -1.729 -1.794
C: 4.449 -0.348 -2.510
N: 3.731 -1.438 -0.464
H: 6.735 -5.316 -1.855
H: 6.129 -5.465 -0.192
H: 7.252 -4.229 -0.414
H: 6.418 -2.046 -1.335
H: 5.776 -2.898 -2.762
H: 3.488 -2.223 -2.389
H: 5.437 0.057 -2.358
H: 3.664 0.260 -2.118
H: 4.398 -0.549 -3.609
H: 4.445 -0.881 -0.004
H: 3.633 -2.243 0.149
C: -3.872 2.465 -1.154
C: -5.251 2.737 -0.538
O: -5.368 2.464 0.873
H: -3.879 2.868 -2.148
H: -3.629 1.401 -1.329
H: -2.998 2.935 -0.650
H: -6.066 2.165 -0.994
H: -5.585 3.750 -0.649
H: -4.827 3.160 1.235
C: 1.238 1.858 -1.119
O: 0.790 2.995 -0.323
H: 1.961 2.280 -1.788
H: 1.715 1.112 -0.447
H: 0.444 1.491 -1.782
H: 0.208 2.560 0.377
C: -1.132 5.728 -1.897
O: -1.221 4.346 -2.271
H: -2.059 6.189 -2.187
H: -1.057 5.970 -0.840
H: -0.342 6.224 -2.432
H: -0.740 3.752 -1.693
C: -4.065 -0.549 1.928
O: -2.892 -0.048 1.277
H: -4.875 0.113 1.649
H: -4.322 -1.564 1.684
H: -3.945 -0.513 3.030
H: -2.193 -0.716 1.333
C: -3.533 3.044 -4.895
O: -2.531 2.064 -4.578
H: -3.155 4.034 -4.723
H: -3.820 3.009 -5.927
H: -4.418 2.914 -4.282
H: -1.789 2.463 -4.097

Here are the Löwdin charges for atoms 1 to 5, given in e: atom 1 (C): -0.140, atom 2 (O): -0.197, atom 3 (C): -0.200, atom 4 (C): -0.383, atom 5 (C): -0.067

---

Formula: C26H78N12O5P4S
Source: OMol25
Level of theory: ωB97M-V/def2-TZVPD

The calculation puts the energy relative to the best compared isomer or geometry (same formula, charge and spin) at 159.6 kcal/mol. The HOMO energy is -8.136 eV. For the LUMO energy, the calculation gives 0.64 eV. The calculation puts the HOMO-LUMO gap at 8.8 eV.

Cartesian coordinates (Å):
O: 16.947 -13.842 -27.746
P: 17.269 -13.330 -26.369
N: 16.502 -11.823 -25.895
C: 15.024 -11.634 -26.201
C: 17.150 -10.622 -25.538
N: 18.969 -12.906 -26.341
C: 19.598 -12.002 -27.388
C: 20.061 -13.761 -25.735
N: 16.861 -14.339 -25.028
C: 16.843 -13.914 -23.653
C: 17.190 -15.843 -25.226
H: 14.606 -10.708 -25.806
H: 14.416 -12.427 -25.766
H: 14.846 -11.577 -27.274
H: 16.854 -10.468 -24.500
H: 16.828 -9.768 -26.134
H: 18.203 -10.723 -25.802
H: 19.876 -12.655 -28.216
H: 19.035 -11.087 -27.572
H: 20.482 -11.418 -27.130
H: 19.748 -14.800 -25.639
H: 21.003 -13.531 -26.234
H: 20.235 -13.422 -24.713
H: 16.297 -14.692 -23.119
H: 17.858 -13.818 -23.268
H: 16.367 -12.934 -23.690
H: 16.452 -16.483 -24.742
H: 18.188 -15.956 -24.802
H: 17.104 -16.221 -26.245
O: 27.527 -11.876 -14.468
P: 27.172 -12.233 -13.075
N: 26.645 -13.849 -12.860
C: 26.887 -14.792 -13.912
C: 26.134 -14.499 -11.552
N: 25.921 -11.259 -12.349
C: 25.836 -11.064 -10.901
C: 24.599 -11.346 -13.033
N: 28.441 -11.969 -12.044
C: 28.854 -12.830 -10.975
C: 29.364 -10.839 -12.249
H: 27.561 -14.290 -14.606
H: 26.040 -15.197 -14.465
H: 27.524 -15.589 -13.528
H: 26.432 -13.976 -10.643
H: 26.582 -15.493 -11.551
H: 25.046 -14.557 -11.507
H: 26.706 -10.542 -10.503
H: 24.933 -10.523 -10.618
H: 25.869 -12.038 -10.415
H: 23.773 -10.868 -12.507
H: 24.813 -10.907 -14.008
H: 24.238 -12.370 -13.138
H: 28.021 -12.761 -10.275
H: 28.858 -13.863 -11.323
H: 29.826 -12.691 -10.501
H: 29.280 -10.306 -13.197
H: 30.432 -11.046 -12.181
H: 29.186 -10.158 -11.416
O: 21.771 -28.553 -9.762
P: 20.519 -28.558 -8.942
N: 19.731 -27.030 -8.814
C: 18.676 -27.019 -7.744
C: 19.448 -26.235 -10.017
N: 20.783 -28.956 -7.250
C: 20.848 -30.387 -6.832
C: 21.524 -28.048 -6.257
N: 19.261 -29.593 -9.468
C: 19.139 -30.061 -10.840
C: 18.174 -30.092 -8.637
H: 19.021 -27.326 -6.756
H: 17.795 -27.640 -7.910
H: 18.344 -26.088 -7.284
H: 19.201 -25.315 -9.486
H: 18.523 -26.570 -10.485
H: 20.275 -26.021 -10.695
H: 20.011 -31.031 -7.100
H: 21.731 -30.892 -7.225
H: 20.852 -30.488 -5.747
H: 22.599 -27.990 -6.428
H: 21.048 -27.076 -6.386
H: 21.367 -28.329 -5.215
H: 18.288 -29.696 -11.416
H: 19.857 -29.492 -11.431
H: 19.386 -31.093 -11.089
H: 17.246 -29.955 -9.191
H: 18.112 -29.725 -7.612
H: 18.224 -31.181 -8.640
O: 17.309 -27.888 -28.147
P: 17.891 -26.643 -28.574
N: 19.580 -26.609 -28.535
C: 20.170 -27.900 -28.917
C: 20.358 -25.411 -28.985
N: 17.397 -25.390 -27.505
C: 15.980 -24.875 -27.601
C: 17.780 -25.295 -26.057
N: 17.549 -26.007 -30.125
C: 17.592 -24.652 -30.493
C: 17.376 -26.847 -31.250
H: 19.663 -28.756 -28.471
H: 21.212 -27.889 -28.598
H: 20.108 -28.081 -29.990
H: 21.122 -25.115 -28.266
H: 19.677 -24.588 -28.767
H: 20.651 -25.401 -30.035
H: 15.618 -24.913 -28.628
H: 15.277 -25.530 -27.087
H: 15.870 -23.857 -27.226
H: 18.819 -25.075 -25.813
H: 17.171 -24.480 -25.667
H: 17.565 -26.144 -25.408
H: 17.304 -23.931 -29.728
H: 18.575 -24.331 -30.838
H: 17.029 -24.436 -31.402
H: 16.719 -27.672 -30.977
H: 18.309 -27.371 -31.459
H: 16.869 -26.383 -32.096
C: 19.032 -18.382 -17.548
S: 19.339 -20.231 -17.604
O: 19.490 -20.539 -19.121
C: 21.078 -20.371 -16.923
H: 17.962 -18.218 -17.672
H: 19.596 -17.748 -18.232
H: 19.217 -18.054 -16.525
H: 20.881 -20.116 -15.882
H: 21.513 -19.585 -17.542
H: 21.559 -21.347 -16.985

Here are the Löwdin charges for atoms 1 to 5, given in e: atom 1 (O): -0.328, atom 2 (P): 0.635, atom 3 (N): -0.321, atom 4 (C): -0.086, atom 5 (C): -0.164

---

Formula: C26H78N6O9P2S7
Source: OMol25
Level of theory: ωB97M-V/def2-TZVPD

The calculation puts the energy relative to the best compared isomer or geometry (same formula, charge and spin) at 0.0 kcal/mol. The HOMO energy is -8.420 eV. For the LUMO energy, the calculation gives 0.23 eV. The calculation puts the HOMO-LUMO gap at 8.7 eV.

Cartesian coordinates (Å):
O: -3.096 -5.253 -3.845
P: -2.283 -4.176 -4.436
N: -3.051 -3.412 -5.668
C: -3.913 -4.198 -6.563
C: -2.632 -2.117 -6.178
N: -0.791 -4.749 -4.920
C: -0.814 -6.090 -5.482
C: 0.159 -3.847 -5.587
N: -1.902 -2.872 -3.472
C: -3.056 -2.184 -2.887
C: -0.803 -3.020 -2.537
H: -4.537 -4.840 -5.943
H: -3.303 -4.905 -7.141
H: -4.435 -3.538 -7.246
H: -2.659 -2.070 -7.269
H: -1.629 -1.861 -5.851
H: -3.265 -1.293 -5.825
H: -1.436 -6.216 -6.374
H: 0.194 -6.393 -5.785
H: -1.053 -6.819 -4.709
H: 1.114 -4.367 -5.649
H: -0.207 -3.528 -6.565
H: 0.325 -2.978 -4.951
H: -2.772 -1.735 -1.937
H: -3.428 -1.412 -3.562
H: -3.884 -2.875 -2.695
H: -0.050 -3.725 -2.876
H: -1.192 -3.466 -1.603
H: -0.361 -2.075 -2.207
O: 1.163 7.004 4.248
P: 1.505 6.591 2.872
N: 2.995 7.075 2.339
C: 3.239 8.492 2.159
C: 4.180 6.361 2.808
N: 0.481 7.249 1.759
C: 0.172 6.606 0.499
C: -0.575 8.131 2.237
N: 1.551 4.947 2.726
C: 1.073 4.175 3.857
C: 2.115 4.200 1.613
H: 3.429 8.991 3.121
H: 2.388 8.993 1.705
H: 4.144 8.630 1.563
H: 4.614 6.844 3.690
H: 4.902 6.334 1.990
H: 3.928 5.350 3.114
H: 1.018 6.022 0.148
H: -0.729 5.983 0.568
H: -0.049 7.356 -0.267
H: -0.352 8.402 3.267
H: -0.637 9.033 1.624
H: -1.551 7.630 2.238
H: 0.032 4.387 4.113
H: 1.289 3.111 3.910
H: 1.572 4.521 4.776
H: 3.023 3.681 1.939
H: 2.427 4.868 0.813
H: 1.400 3.492 1.192
C: 2.918 -4.137 1.153
S: 2.913 -4.558 -0.597
O: 4.161 -5.267 -0.970
C: 1.430 -5.564 -0.558
H: 2.499 -3.136 1.249
H: 3.948 -4.181 1.506
H: 2.344 -4.829 1.766
H: 0.614 -4.852 -0.553
H: 1.481 -6.300 0.246
H: 1.327 -6.191 -1.449
C: 1.642 0.588 2.399
S: 0.382 -0.666 2.228
O: -0.912 -0.124 2.771
C: 0.132 -0.556 0.466
H: 2.508 0.291 1.803
H: 1.882 0.699 3.452
H: 1.246 1.484 1.924
H: 0.127 0.469 0.100
H: -0.680 -1.215 0.173
H: 1.029 -0.991 0.002
C: 2.717 0.242 -2.707
S: 3.918 0.346 -1.374
O: 3.159 0.943 -0.229
C: 3.984 -1.407 -1.029
H: 2.636 1.258 -3.083
H: 1.785 -0.113 -2.263
H: 2.997 -0.475 -3.477
H: 4.615 -1.665 -0.184
H: 4.430 -1.857 -1.922
H: 2.968 -1.784 -0.948
C: -4.688 4.268 2.264
S: -3.840 2.911 1.412
O: -3.589 3.383 0.027
C: -2.270 2.983 2.289
H: -5.563 3.859 2.763
H: -4.995 4.959 1.480
H: -4.030 4.793 2.951
H: -2.349 2.261 3.107
H: -2.133 3.982 2.692
H: -1.443 2.622 1.685
C: -2.755 -3.523 1.924
S: -1.441 -4.731 1.680
O: -0.261 -3.924 1.283
C: -1.215 -5.088 3.413
H: -2.278 -2.709 2.473
H: -3.589 -3.943 2.486
H: -3.127 -3.224 0.947
H: -1.968 -5.770 3.806
H: -1.192 -4.161 3.988
H: -0.233 -5.549 3.530
C: -1.510 1.407 -2.250
S: -2.524 2.227 -3.466
O: -2.208 1.512 -4.743
C: -4.162 1.679 -3.000
H: -1.574 0.318 -2.291
H: -1.846 1.773 -1.274
H: -0.473 1.673 -2.437
H: -4.913 2.022 -3.700
H: -4.294 2.046 -1.976
H: -4.133 0.590 -2.941
C: 1.500 -2.931 4.492
S: 2.217 -4.346 5.291
O: 3.454 -4.732 4.567
C: 2.746 -3.500 6.788
H: 0.671 -2.535 5.081
H: 1.056 -3.280 3.553
H: 2.193 -2.161 4.149
H: 3.280 -4.209 7.417
H: 1.864 -3.136 7.312
H: 3.430 -2.712 6.476

Here are the Löwdin charges for atoms 1 to 5, given in e: atom 1 (O): -0.276, atom 2 (P): 0.473, atom 3 (N): -0.290, atom 4 (C): -0.087, atom 5 (C): -0.117